ORCA calculation (wB97M-V/def2-TZVPD) on a structure of composition C7H18I2IrNO3P2.

Geometry as XYZ:
```
34
Properties=species:S:1:pos:R:3:mulliken_charge:R:1
I -5.092 0.788 -0.066 0.5466
I -3.946 0.910 -2.561 0.4451
Ir 0.300 -0.058 0.062 0.7289
P 0.370 2.272 -0.087 0.6975
C 1.172 2.914 -1.600 -1.2146
C -1.142 3.278 0.118 -0.9510
H -0.839 4.341 0.170 0.4355
H 1.589 3.930 1.205 0.4472
H -1.613 2.987 1.073 0.3778
H 1.099 2.583 2.219 0.4456
H 0.534 2.712 -2.470 0.3952
H -1.819 3.073 -0.734 0.2291
C 1.488 2.847 1.233 -1.3083
H 1.335 3.996 -1.513 0.4385
H 2.487 2.418 1.122 0.3867
H 2.149 2.430 -1.733 0.4114
P -0.578 -2.204 0.334 0.7018
C -0.159 -3.374 -1.009 -1.2178
C 0.259 -2.936 1.778 -1.3138
H -2.644 -1.840 1.520 0.3782
H -2.510 -3.533 0.904 0.4301
H -2.931 -2.159 -0.238 0.2582
C -2.358 -2.465 0.657 -0.9832
H 0.045 -2.365 2.684 0.4466
H -0.089 -3.953 1.948 0.4467
H -0.442 -4.396 -0.725 0.4381
H 0.923 -3.355 -1.190 0.4117
H 1.341 -2.974 1.631 0.3886
H -0.695 -3.093 -1.925 0.3979
C 0.497 -0.267 -1.733 0.3246
O 1.053 -0.480 -2.748 -0.2194
O 3.059 -0.399 2.676 -0.2612
N 2.003 -0.236 2.029 0.1670
O 2.121 -0.383 0.717 -0.3056
```

Calculated values
- LUMO level (alpha / beta) (eV) = -11.9577 / -14.5494
- HOMO (alpha / beta) (eV) = -18.96 / -19.53
- spin multiplicity = 6
- orbital gap (alpha / beta) (eV) = 7.00 / 4.98
- net charge = +3


ORCA calculation (wB97M-V/def2-TZVPD) on a cluster of 9 separate species, C13H33BrN9O18 in total.

Geometry as XYZ:
```
74
Properties=species:S:1:pos:R:3:mulliken_charge:R:1
N -3.816 2.094 4.809 -0.5806
C -3.635 0.870 4.057 -0.2223
C -2.989 1.026 2.688 0.0738
C -3.908 1.560 1.602 -0.5502
C -3.755 3.030 1.273 -0.6354
Br -5.018 4.194 2.193 -0.2423
C -4.922 0.043 3.935 0.3724
O -5.902 0.406 4.622 -0.7727
O -4.802 -0.915 3.128 -0.6478
H -2.992 2.673 4.793 0.2570
H -4.633 2.602 4.517 0.2162
H -2.957 0.252 4.638 0.2983
H -2.088 1.601 2.790 0.4047
H -2.699 0.034 2.403 -0.2045
H -3.671 1.051 0.685 0.0872
H -4.942 1.348 1.818 0.5151
H -2.769 3.387 1.495 0.2140
H -3.933 3.204 0.231 0.4952
C 1.580 1.701 1.753 -0.7537
N 0.650 2.557 0.965 1.0239
O 1.087 3.191 0.024 -0.5892
O -0.506 2.543 1.318 -0.5681
H 2.573 1.769 1.327 0.3183
H 1.564 2.064 2.776 0.2791
H 1.198 0.690 1.697 0.2170
C 2.286 -1.735 -1.648 -0.4551
N 2.729 -1.212 -0.330 0.9766
O 1.843 -1.169 0.496 -0.4792
O 3.883 -0.885 -0.168 -0.6106
H 1.231 -1.940 -1.554 -0.0419
H 2.472 -0.972 -2.396 0.3631
H 2.853 -2.634 -1.872 0.2876
C -2.443 -2.965 1.105 -0.8680
N -2.006 -2.234 -0.114 0.8428
O -2.825 -1.644 -0.776 -0.5597
O -0.820 -2.291 -0.409 -0.4727
H -3.512 -2.826 1.240 0.3853
H -2.178 -4.002 0.932 0.3246
H -1.894 -2.559 1.947 0.2903
C -2.128 -2.431 -3.665 -0.7453
N -0.733 -2.944 -3.585 1.0191
O 0.170 -2.139 -3.605 -0.5860
O -0.584 -4.142 -3.470 -0.5386
H -2.088 -1.353 -3.746 0.3039
H -2.587 -2.884 -4.538 0.2845
H -2.636 -2.738 -2.757 0.2563
C 1.184 -4.892 0.063 -0.3242
N 0.159 -5.951 0.275 0.9107
O 0.315 -7.024 -0.267 -0.5916
O -0.778 -5.653 0.983 -0.5772
H 1.953 -5.290 -0.587 0.3171
H 0.676 -4.039 -0.378 -0.0602
H 1.580 -4.628 1.039 0.3279
C 2.397 6.256 -0.098 -0.7391
N 3.489 7.079 0.491 0.8539
O 3.386 8.286 0.452 -0.5217
O 4.430 6.484 0.971 -0.4949
H 1.639 6.924 -0.485 0.3317
H 2.834 5.650 -0.884 0.2997
H 2.001 5.623 0.688 0.2674
C 6.802 7.825 -0.799 -0.5210
N 7.615 7.030 -1.762 0.8595
O 8.285 7.632 -2.575 -0.5405
O 7.549 5.825 -1.670 -0.5247
H 6.963 8.875 -1.008 0.3101
H 5.767 7.549 -0.942 0.1355
H 7.128 7.563 0.201 0.2747
C -0.935 -7.571 -3.371 -0.5225
N -0.469 -8.667 -4.266 0.9025
O 0.039 -8.361 -5.323 -0.5448
O -0.631 -9.802 -3.875 -0.5538
H -0.727 -6.623 -3.849 0.2536
H -2.000 -7.711 -3.217 0.2910
H -0.399 -7.667 -2.432 0.1983
```

Calculated values
- LUMO level (eV) = 1.2240
- HOMO (eV) = -4.57
- orbital gap (eV) = 5.79
- net charge = -1


ORCA calculation (wB97M-V/def2-TZVPD) on the molecule C4H8O2.

Geometry as XYZ:
```
14
Properties=species:S:1:pos:R:3:mulliken_charge:R:1
C -1.041 -1.127 0.589 -0.8146
C -1.186 0.151 -0.165 0.5615
O -2.464 0.524 -0.318 -0.4071
O -0.348 0.525 -1.080 -0.3177
H -2.494 1.360 -0.806 0.3537
H -1.320 -1.962 -0.063 0.2638
H -1.699 -1.136 1.455 0.3384
H -0.013 -1.276 0.914 0.2206
C 1.205 0.894 -0.308 -0.2392
C 2.164 -0.064 -0.049 -0.8638
H 1.885 -1.024 0.358 0.1307
H 1.543 1.741 -0.900 0.2516
H 0.548 1.284 0.552 0.2778
H 3.221 0.110 -0.179 0.2442
```

Calculated values
- LUMO level (alpha / beta) (eV) = -0.2614 / -0.2620
- HOMO (alpha / beta) (eV) = -6.55 / -6.55
- orbital gap (alpha / beta) (eV) = 6.29 / 6.29


ORCA calculation (wB97M-V/def2-TZVPD) on a cluster of 16 separate species, C3H41N2O15 in total.

Geometry as XYZ:
```
61
Properties=species:S:1:pos:R:3:mulliken_charge:R:1
C -1.781 -0.519 -2.837 -0.5141
C -1.380 -1.983 -2.903 -0.5326
C 0.141 -2.203 -3.194 -0.7294
N 0.968 -1.963 -1.948 0.2123
N -1.505 0.030 -1.515 -0.1163
H -2.882 -0.323 -2.890 0.4315
H -1.299 0.070 -3.628 0.2830
H -1.631 -2.457 -1.961 0.2994
H -1.787 -2.446 -3.806 0.3150
H 0.320 -3.269 -3.429 0.4096
H 0.334 -1.608 -4.072 0.4306
H 0.596 -2.432 -1.117 0.3971
H 0.942 -0.981 -1.687 -0.2606
H 1.972 -2.193 -2.067 0.4114
H -1.943 0.921 -1.344 0.0747
H -0.543 0.191 -1.269 -0.0178
H -0.327 -1.539 1.815 0.3655
H 0.427 -0.731 0.571 0.1765
O -0.003 -1.536 0.894 -0.5913
H -3.248 0.661 4.505 0.3306
H -2.079 -0.102 5.315 0.3058
O -2.303 0.503 4.599 -0.6498
H -0.639 4.144 -3.212 0.3001
H -2.042 3.561 -3.152 0.3016
O -1.128 3.362 -2.923 -0.5974
H -1.556 -0.639 3.660 0.3453
H -0.935 -2.145 3.917 0.2963
O -0.869 -1.319 3.424 -0.6366
H 4.533 0.371 -0.007 0.2807
H 5.663 -0.886 -0.055 0.3189
O 5.152 -0.197 -0.475 -0.6210
H -4.808 -3.212 -0.835 0.2922
H -5.022 -1.666 -0.469 0.2960
O -4.625 -2.298 -1.066 -0.5800
H 2.143 0.668 0.185 0.2769
H 1.651 1.347 -1.143 0.1940
O 1.805 0.482 -0.716 -0.4609
H -5.287 1.862 -0.445 0.2957
H -4.204 2.892 -0.205 0.3236
O -4.435 2.156 -0.785 -0.6039
H -2.678 1.483 2.211 0.2884
H -3.095 1.475 0.758 0.2474
O -3.303 1.067 1.607 -0.5526
H 3.358 -1.687 -0.271 0.3983
H 2.169 -2.255 0.484 0.3304
O 2.871 -2.515 -0.147 -0.6541
H 4.920 -1.414 -2.295 0.2884
H 4.601 -3.006 -2.219 0.3119
O 4.319 -2.135 -2.501 -0.6380
H 1.575 3.918 -0.205 0.2696
H 0.579 3.513 -1.349 0.2935
O 1.380 3.264 -0.879 -0.6149
H 1.806 1.838 2.292 0.2762
H 1.580 2.781 1.175 0.2637
O 2.055 1.974 1.369 -0.5511
H -0.263 2.947 3.217 0.2844
H 0.164 4.387 3.045 0.3013
O 0.207 3.529 2.601 -0.6093
H 1.707 -0.982 5.519 0.2965
H 1.363 -1.677 4.117 0.3466
O 2.061 -1.368 4.714 -0.6288
```

Calculated values
- LUMO level (eV) = -2.5335
- HOMO (eV) = -11.35
- orbital gap (eV) = 8.81
- net charge = +1


ORCA calculation (wB97M-V/def2-TZVPD) on a structure of composition C16H14AsF6I2N3OSTi.

Geometry as XYZ:
```
45
Properties=species:S:1:pos:R:3:mulliken_charge:R:1
Ti 0.822 -0.084 -0.897 0.0635
I -6.190 0.992 1.804 0.1171
C -4.307 1.082 0.905 -0.4842
C -3.628 2.290 0.824 -0.1233
C -2.369 2.308 0.268 -0.4595
I -1.248 4.061 0.125 0.0322
C -1.729 1.133 -0.216 0.3726
O -0.496 1.224 -0.642 -0.1058
C -2.478 -0.076 -0.173 1.2115
C -2.004 -1.326 -0.887 -1.4361
N -0.584 -1.710 -0.685 0.0942
C -0.334 -2.299 0.648 -0.9741
C -0.070 -1.165 1.602 0.8170
C -0.564 -1.098 2.886 -1.0381
C -0.253 0.001 3.672 -0.4150
C 0.545 1.000 3.125 -0.9528
C 0.994 0.876 1.833 -0.0737
N 0.699 -0.193 1.062 0.4616
C -3.738 -0.077 0.395 -0.9550
H -4.082 3.198 1.195 0.4170
H -2.152 -1.175 -1.956 0.4346
H -2.647 -2.157 -0.586 0.4876
H -0.363 -2.398 -1.400 0.3406
H 0.552 -2.937 0.593 0.3796
H -1.172 -2.909 0.989 0.4185
H -1.183 -1.900 3.264 0.5130
H -0.628 0.081 4.683 0.4623
H 0.803 1.877 3.700 0.4547
H 1.598 1.642 1.367 0.5492
H -4.318 -0.992 0.420 0.4151
S 5.221 0.996 -0.353 -0.0810
C 4.887 -0.656 -0.054 -0.1973
C 3.563 -0.893 -0.191 -0.8000
N 2.814 0.211 -0.528 0.5968
C 3.569 1.277 -0.645 -0.2269
H 5.674 -1.349 0.189 0.4411
H 3.079 -1.851 -0.069 0.2925
H 3.198 2.257 -0.908 0.4512
F 1.423 1.382 -2.438 -0.3680
As 1.244 0.139 -3.739 2.0747
F 0.686 1.341 -4.787 -0.4210
F -0.372 -0.087 -2.986 -0.4035
F 0.945 -1.133 -4.823 -0.4374
F 1.700 -1.203 -2.486 -0.4831
F 2.894 0.295 -4.099 -0.4622
```

Calculated values
- LUMO level (alpha / beta) (eV) = -3.8847 / -3.8568
- HOMO (alpha / beta) (eV) = -10.66 / -10.66
- spin multiplicity = 2
- orbital gap (alpha / beta) (eV) = 6.78 / 6.80
- net charge = +1